# 1
ORCA calculation (ωB97M-V/def2-TZVPD) on 2 unconnected molecules or ions with the total composition CH2N2O3Si at a distorted geometry.

For the molar mass, the calculation gives 118.124 g mol⁻¹. As for the charge: 0. Its HOMO energy (spin up / spin down) is -9.42 / -9.43 eV. The energy above the lowest of the compared OMol25 structures with the same formula, charge and spin comes out at 639.8 kJ/mol. For the orbital gap (spin up / spin down), the calculation gives 5.826 / 5.842 eV. As for the lowest unoccupied orbital energy (spin up / spin down): -3.591 / -3.590 eV.

Geometry as XYZ:
```
9
CH2N2O3Si ωB97M-V/def2-TZVPD
C 1.761 1.459 1.627
N 2.671 1.408 2.324
N -1.017 2.595 1.120
O -1.824 2.797 0.211
O -1.086 3.010 2.252
O -0.229 -1.499 1.171
Si 0.322 1.579 0.484
H -0.492 -2.054 0.440
H 0.168 1.376 -0.933
```

# 2
ORCA calculation (ωB97M-V/def2-TZVPD) on 14 unconnected molecules or ions with the total composition C47H113N9O19 at a distorted geometry.

For the molar mass, the calculation gives 1108.465 g mol⁻¹. As for the charge: 0. Its HOMO energy is -9.31 eV. The energy above the lowest of the compared OMol25 structures with the same formula, charge and spin comes out at 586.6 kJ/mol. For the orbital gap, the calculation gives 9.170 eV. As for the lowest unoccupied orbital energy: -0.143 eV.

Geometry as XYZ:
```
188
C47H113N9O19 ωB97M-V/def2-TZVPD
C -7.214 -0.032 -4.647
O -8.518 -0.126 -4.122
C -8.709 0.194 -2.762
C -10.235 0.457 -2.638
O -10.660 1.679 -3.200
C -12.064 1.999 -3.108
H -6.405 -0.421 -4.027
H -6.933 1.018 -4.729
H -7.146 -0.539 -5.609
H -8.228 1.143 -2.522
H -8.361 -0.540 -2.035
H -10.562 0.580 -1.605
H -10.723 -0.331 -3.211
H -12.245 2.894 -3.704
H -12.436 2.163 -2.097
H -12.666 1.200 -3.541
C -12.137 2.879 4.252
O -10.751 2.535 4.232
C -9.866 3.383 3.489
C -8.376 2.895 3.547
O -8.232 1.728 2.752
C -7.043 1.000 2.895
H -12.472 3.280 3.296
H -12.176 3.645 5.028
H -12.800 2.053 4.508
H -9.865 4.408 3.860
H -10.216 3.492 2.463
H -8.152 2.622 4.578
H -7.672 3.582 3.077
H -6.346 1.261 2.099
H -7.239 -0.066 3.009
H -6.527 1.179 3.839
C 0.755 -0.735 -8.157
O 1.608 -0.012 -7.250
C 2.460 0.911 -7.940
C 3.361 1.708 -6.981
O 4.241 0.863 -6.206
C 4.830 1.627 -5.157
H 0.335 -1.617 -7.673
H 1.203 -0.999 -9.115
H -0.009 0.013 -8.370
H 1.813 1.600 -8.482
H 3.179 0.373 -8.558
H 2.772 2.248 -6.240
H 3.914 2.495 -7.494
H 4.170 1.612 -4.290
H 5.065 2.668 -5.379
H 5.753 1.145 -4.834
C -5.922 9.891 4.501
O -4.802 8.996 4.485
C -4.588 8.296 3.228
C -3.367 7.331 3.245
O -3.543 6.050 3.940
C -2.424 5.177 3.852
H -5.968 10.659 3.729
H -5.924 10.378 5.476
H -6.829 9.287 4.469
H -4.518 9.032 2.427
H -5.441 7.680 2.944
H -2.469 7.738 3.710
H -3.102 7.152 2.203
H -2.510 4.312 4.509
H -1.434 5.589 4.050
H -2.350 4.769 2.844
C -0.732 6.456 -6.027
O -2.025 7.038 -5.966
C -2.079 8.236 -5.162
C -2.114 8.032 -3.646
O -3.208 7.207 -3.090
C -3.110 5.809 -3.409
H -0.578 6.055 -5.025
H 0.122 7.110 -6.203
H -0.795 5.751 -6.856
H -2.983 8.736 -5.509
H -1.264 8.903 -5.441
H -2.220 8.986 -3.129
H -1.184 7.569 -3.316
H -3.518 5.598 -4.397
H -3.699 5.208 -2.716
H -2.066 5.496 -3.433
C -5.452 -5.483 -1.722
C -4.031 -5.024 -1.938
O -3.670 -4.013 -1.387
N -3.322 -5.678 -2.861
C -2.058 -5.286 -3.312
H -5.517 -6.569 -1.667
H -6.070 -5.155 -2.558
H -5.846 -5.170 -0.755
H -3.875 -6.304 -3.428
H -1.271 -5.827 -2.787
H -1.896 -4.227 -3.114
H -1.948 -5.473 -4.380
C 9.924 -3.462 2.379
C 10.266 -3.440 0.887
O 11.433 -3.233 0.473
N 9.290 -3.537 0.005
C 7.817 -3.556 0.179
H 9.809 -2.527 2.929
H 10.762 -4.027 2.788
H 9.111 -4.171 2.534
H 9.597 -3.456 -0.953
H 7.300 -3.213 -0.717
H 7.480 -2.910 0.990
H 7.414 -4.565 0.264
C 0.243 0.033 -1.300
C 1.179 -0.718 -0.385
O 2.336 -0.264 -0.141
N 0.717 -1.862 0.140
C 1.495 -2.839 0.929
H 0.592 1.063 -1.220
H -0.826 -0.132 -1.166
H 0.502 -0.150 -2.343
H -0.218 -2.085 -0.170
H 0.856 -3.555 1.447
H 2.170 -2.340 1.624
H 2.104 -3.397 0.218
C -3.746 -6.729 5.178
C -5.098 -6.572 5.886
O -6.097 -6.291 5.251
N -5.030 -6.738 7.198
C -6.234 -6.757 7.975
H -3.842 -7.656 4.612
H -2.953 -6.741 5.925
H -3.670 -5.818 4.583
H -4.166 -6.755 7.721
H -6.847 -5.860 7.888
H -6.078 -6.859 9.049
H -6.740 -7.685 7.707
C 7.269 -7.457 -4.862
C 6.486 -6.173 -5.269
O 6.826 -5.515 -6.255
N 5.353 -5.870 -4.625
C 4.429 -4.866 -5.174
H 7.828 -7.125 -3.988
H 7.913 -7.704 -5.706
H 6.527 -8.221 -4.626
H 5.070 -6.543 -3.927
H 3.791 -5.051 -6.038
H 4.885 -3.923 -5.475
H 3.796 -4.607 -4.325
C 6.004 -4.126 7.859
C 7.281 -3.575 8.411
O 7.825 -4.141 9.316
N 7.760 -2.432 7.886
C 8.937 -1.766 8.378
H 5.227 -4.323 8.597
H 6.172 -5.060 7.323
H 5.644 -3.347 7.187
H 7.267 -1.905 7.179
H 9.790 -1.959 7.727
H 9.175 -2.051 9.403
H 8.889 -0.678 8.436
C 2.974 -9.132 1.722
C 4.247 -8.989 0.954
O 4.204 -8.556 -0.236
N 5.313 -9.131 1.706
C 6.685 -8.999 1.375
H 3.066 -8.401 2.526
H 2.821 -10.157 2.058
H 2.171 -8.779 1.074
H 5.017 -9.453 2.616
H 7.084 -10.008 1.266
H 7.158 -8.507 2.225
H 6.843 -8.439 0.454
C 4.539 1.521 3.983
C 6.014 1.640 3.734
O 6.780 1.696 4.689
N 6.429 1.663 2.453
C 7.736 1.931 1.913
H 4.256 0.476 4.115
H 3.958 1.979 3.183
H 4.276 2.034 4.909
H 5.715 1.427 1.779
H 8.376 2.587 2.502
H 7.688 2.339 0.904
H 8.198 0.944 1.909
C 4.053 9.851 -3.423
C 4.095 8.444 -2.910
O 4.556 7.620 -3.681
N 3.665 8.191 -1.681
C 3.732 6.873 -1.028
H 5.052 10.193 -3.693
H 3.627 10.461 -2.627
H 3.362 9.924 -4.263
H 3.178 8.986 -1.295
H 4.764 6.524 -1.002
H 3.096 6.215 -1.621
H 3.396 6.819 0.007
```

# 3
ORCA calculation (ωB97M-V/def2-TZVPD) on C3H8O2 in the gas phase.

For the molar mass, the calculation gives 76.095 g mol⁻¹. As for the charge: 0. Its HOMO energy is -10.02 eV. The energy above the lowest of the compared OMol25 structures with the same formula, charge and spin comes out at 63.2 kJ/mol. For the orbital gap, the calculation gives 10.799 eV. As for the lowest unoccupied orbital energy: 0.777 eV.

Geometry as XYZ:
```
13
C3H8O2 ωB97M-V/def2-TZVPD
C 0.888 -0.545 -1.247
C 0.414 0.328 -0.099
O -0.053 1.552 -0.630
C -0.710 -0.357 0.667
O -1.265 0.556 1.605
H 0.050 -0.740 -1.924
H 1.268 -1.506 -0.880
H 1.680 -0.049 -1.815
H 1.246 0.519 0.601
H -0.511 1.997 0.100
H -1.497 -0.666 -0.036
H -0.326 -1.248 1.179
H -1.183 0.157 2.477
```